DFT (ωB97M-V/def2-TZVPD) results for a cluster of 5 separate species, C30H48O15 in total in a non-equilibrium geometry.

Results
Frontier orbital gap, eV: 9.67
SMILES string: CC(=O)OCCCCOC(=O)OOC(=O)c1ccccc1.CCOC(C)=O.CCOC(C)=O.CCOC(C)=O.CCOC(C)=O
Energy, eV: -62598.8757
LUMO level, eV: 0.03

The geometry in XYZ format:
```
93
Properties=species:S:1:pos:R:3:lowdin_charge:R:1
C 0.88 -5.02 3.68 0.04
C 0.36 -3.73 4.24 -0.52
O -0.71 -3.27 3.95 0.12
O 1.21 -3.14 5.10 -0.01
C 1.35 -1.72 4.91 -0.17
C 2.27 -1.18 5.97 -0.16
C 3.62 -1.88 6.02 -0.15
C 4.59 -1.38 4.94 -0.13
O 5.15 -2.45 4.17 0.08
C 4.39 -2.87 3.19 -0.56
O 3.45 -2.33 2.70 0.16
O 4.83 -4.12 2.84 0.10
O 4.59 -4.28 1.45 0.03
C 3.56 -5.22 1.30 -0.41
O 3.65 -6.30 1.76 0.18
C 2.42 -4.72 0.51 -0.15
C 1.21 -5.40 0.57 -0.04
C 0.13 -4.90 -0.15 -0.06
C 0.24 -3.76 -0.94 -0.05
C 1.46 -3.09 -1.02 -0.05
C 2.54 -3.57 -0.29 -0.01
H 1.83 -4.83 3.20 0.07
H 0.19 -5.38 2.93 0.07
H 1.02 -5.76 4.46 0.10
H 0.38 -1.24 5.00 0.10
H 1.72 -1.53 3.91 0.12
H 2.37 -0.10 5.82 0.12
H 1.79 -1.34 6.94 0.12
H 3.51 -2.96 5.97 0.12
H 4.06 -1.67 6.99 0.11
H 5.44 -0.92 5.44 0.13
H 4.14 -0.61 4.32 0.13
H 1.12 -6.28 1.19 0.11
H -0.82 -5.42 -0.11 0.11
H -0.61 -3.37 -1.48 0.11
H 1.59 -2.22 -1.63 0.10
H 3.49 -3.07 -0.33 0.12
O -0.81 -0.67 -3.23 0.09
C -0.21 -0.43 -4.25 -0.52
O -0.47 -1.19 -5.33 0.00
C 0.06 -0.89 -6.63 -0.24
C 1.45 -1.45 -6.81 -0.06
C 0.85 0.64 -4.31 0.02
H 0.01 0.18 -6.83 0.11
H -0.63 -1.38 -7.32 0.12
H 2.16 -1.00 -6.12 0.07
H 1.80 -1.26 -7.83 0.08
H 1.46 -2.52 -6.63 0.08
H 1.79 0.23 -3.94 0.10
H 0.52 1.46 -3.67 0.06
H 1.01 1.04 -5.31 0.08
O -0.42 3.07 -2.86 0.07
C -1.62 3.01 -2.80 -0.52
O -2.28 2.63 -3.91 0.00
C -3.68 2.35 -3.94 -0.22
C -4.50 3.61 -4.12 -0.06
C -2.39 3.40 -1.57 0.03
H -3.98 1.78 -3.06 0.12
H -3.82 1.69 -4.79 0.13
H -4.37 4.30 -3.28 0.07
H -5.56 3.36 -4.20 0.08
H -4.20 4.13 -5.02 0.08
H -2.51 4.48 -1.56 0.10
H -1.80 3.10 -0.70 0.10
H -3.37 2.93 -1.48 0.07
O 0.03 5.36 -7.16 0.11
C 0.24 5.96 -6.13 -0.52
O 0.59 7.26 -6.21 0.00
C 0.70 8.11 -5.06 -0.24
C 2.05 7.98 -4.39 -0.06
C 0.17 5.28 -4.79 0.01
H -0.13 7.93 -4.37 0.11
H 0.57 9.12 -5.44 0.12
H 2.21 6.97 -4.01 0.07
H 2.13 8.67 -3.55 0.08
H 2.84 8.19 -5.10 0.08
H 1.11 4.77 -4.60 0.10
H -0.62 4.54 -4.82 0.07
H -0.04 5.95 -3.96 0.07
O -2.39 0.98 7.03 0.10
C -3.05 0.16 6.45 -0.52
O -4.31 0.48 6.11 0.00
C -5.13 -0.35 5.29 -0.24
C -5.82 -1.44 6.08 -0.07
C -2.53 -1.22 6.16 0.02
H -4.55 -0.75 4.45 0.11
H -5.87 0.32 4.86 0.12
H -5.11 -2.12 6.54 0.07
H -6.48 -2.02 5.44 0.08
H -6.41 -1.00 6.88 0.08
H -2.65 -1.84 7.04 0.10
H -1.47 -1.15 5.92 0.06
H -3.00 -1.71 5.31 0.07
```